Here is a structure of composition C3H3F2IO at a distorted geometry from the Open Molecules 2025 dataset. Energies are from wB97M-V/def2-TZVPD.

XYZ file:
```
10
C3H3F2IO | the Open Molecules 2025 dataset | wB97M-V/def2-TZVPD
C 0.993 -0.256 0.274
C 0.736 -1.563 0.190
C -1.103 1.151 -0.163
O -0.447 0.623 0.940
F 1.684 -2.398 -0.132
F -0.424 -2.164 0.304
I 2.530 1.029 -0.076
H -2.012 1.297 0.175
H -1.259 0.319 -0.840
H -0.699 1.961 -0.671
```

Output
Total energy ... -688.6348 a.u.
Net charge ... 0
Kohn-Sham gap ... 9.63 eV
Spin multiplicity ... 1

Here is a cluster of 2 separate species, C4H6F3O in total at a distorted geometry from the Open Molecules 2025 dataset. Energies are from wB97M-V/def2-TZVPD.

XYZ file:
```
14
C4H6F3O | the Open Molecules 2025 dataset | wB97M-V/def2-TZVPD
C 0.040 0.071 0.002
C 2.461 -0.081 -0.518
C 1.414 0.252 0.477
C -3.331 0.009 0.160
O -0.888 0.772 0.389
F -3.767 -0.008 1.323
F -2.833 -1.055 -0.308
F -3.706 0.826 -0.737
H -0.322 -0.759 -0.644
H 3.415 -0.015 -0.114
H 2.170 0.379 -1.430
H 2.295 -1.090 -0.745
H 1.478 -0.542 1.263
H 1.574 1.241 0.882
```

Output
Total energy ... -530.4597 a.u.
Net charge ... +1
Kohn-Sham gap (alpha / beta) ... 7.90 / 7.90 eV
Spin multiplicity ... 1

Here is a cluster of 4 separate species, C41H46N5OPS in total at a distorted geometry from the Open Molecules 2025 dataset. Energies are from wB97M-V/def2-TZVPD.

XYZ file:
```
95
C41H46N5OPS | the Open Molecules 2025 dataset | wB97M-V/def2-TZVPD
C -3.979 9.001 4.167
C -3.686 7.586 4.827
C -2.635 6.832 3.884
N -3.306 5.912 2.916
C -2.472 5.902 1.720
C -2.777 6.918 0.695
C -1.994 7.016 -0.530
P -2.331 8.254 -1.918
C -3.909 9.137 -1.332
C -2.997 7.127 -3.301
C -0.880 6.092 -0.761
C -0.601 5.089 0.250
C -1.368 4.938 1.509
N -1.044 3.917 2.487
C -0.943 2.601 1.869
C -1.649 1.434 2.424
O -2.443 1.516 3.565
C -3.813 1.846 3.262
C -4.858 0.994 4.093
C -1.505 0.121 1.759
C -0.696 -0.077 0.572
C -0.549 -1.441 -0.195
C -1.573 -2.520 0.292
C -1.117 -3.394 1.393
C -2.036 -4.432 1.852
C -3.332 -4.541 1.195
C -3.789 -3.682 0.105
C -2.870 -2.639 -0.354
C 0.037 1.070 0.028
C -0.103 2.359 0.675
S 0.739 3.857 0.038
H -3.371 9.781 4.692
H -5.066 9.247 4.293
H -3.740 8.997 3.069
H -4.604 6.934 4.827
H -3.246 7.736 5.843
H -2.103 7.635 3.309
H -1.893 6.286 4.545
H -3.390 4.970 3.309
H -3.626 7.619 0.840
H -3.653 9.968 -0.633
H -4.401 9.510 -2.268
H -4.592 8.369 -0.864
H -3.673 7.667 -4.006
H -2.161 6.586 -3.828
H -3.565 6.312 -2.758
H -0.222 6.095 -1.665
H -1.774 3.870 3.204
H -3.983 1.684 2.167
H -4.054 2.930 3.494
H -5.320 1.559 4.940
H -4.428 0.050 4.510
H -5.701 0.706 3.401
H -2.059 -0.746 2.205
H -0.834 -1.205 -1.265
H 0.515 -1.821 -0.231
H -0.089 -3.231 1.803
H -1.680 -5.109 2.663
H -4.009 -5.359 1.558
H -4.792 -3.865 -0.354
H -3.138 -1.950 -1.196
H 0.689 0.980 -0.873
C 4.099 -3.366 -2.930
C 3.777 -2.059 -2.599
C 3.235 -1.815 -1.348
N 2.999 -2.767 -0.438
C 3.317 -4.020 -0.781
C 3.866 -4.371 -2.005
H 4.526 -3.600 -3.898
H 3.943 -1.248 -3.296
H 2.970 -0.807 -1.042
H 3.113 -4.772 -0.026
H 4.105 -5.401 -2.228
C 2.652 -8.773 -5.791
C 2.125 -8.262 -4.616
C 2.938 -7.464 -3.826
N 4.206 -7.161 -4.130
C 4.691 -7.667 -5.269
C 3.961 -8.471 -6.129
H 2.048 -9.399 -6.437
H 1.107 -8.476 -4.318
H 2.569 -7.039 -2.899
H 5.721 -7.407 -5.489
H 4.406 -8.852 -7.039
C 7.856 -5.951 0.114
C 8.365 -7.215 0.368
C 7.870 -8.281 -0.367
N 6.926 -8.164 -1.307
C 6.448 -6.934 -1.533
C 6.878 -5.802 -0.856
H 8.218 -5.092 0.666
H 9.129 -7.371 1.118
H 8.240 -9.289 -0.207
H 5.681 -6.869 -2.299
H 6.457 -4.831 -1.082
```

Output
Total energy ... -2678.3286 a.u.
Net charge ... 0
Kohn-Sham gap ... 8.30 eV
Spin multiplicity ... 1

Here is a cluster of 2 separate species, C3NS in total at a distorted geometry from the Open Molecules 2025 dataset. Energies are from wB97M-V/def2-TZVPD.

XYZ file:
```
5
C3NS | the Open Molecules 2025 dataset | wB97M-V/def2-TZVPD
C -0.307 0.644 -0.074
C -1.423 0.161 0.161
C 1.847 -0.082 -0.055
N 2.884 -0.434 0.003
S -3.002 -0.289 -0.034
```

Output
Total energy ... -566.5763 a.u.
Net charge ... +1
Kohn-Sham gap (alpha / beta) ... 6.89 / 6.91 eV
Spin multiplicity ... 1

Here is the ion C5H10N with charge +1 at a distorted geometry from the Open Molecules 2025 dataset. Energies are from wB97M-V/def2-TZVPD.

XYZ file:
```
16
C5H10N | the Open Molecules 2025 dataset | wB97M-V/def2-TZVPD
C -0.846 1.764 0.464
N 0.076 0.588 0.393
C 0.455 0.365 -1.072
C 0.849 -0.893 -1.320
C 0.652 -1.836 -0.094
C -0.461 -0.693 0.685
H -1.737 1.544 -0.166
H -1.049 1.935 1.516
H -0.292 2.621 0.114
H 0.866 0.781 1.112
H 0.506 1.353 -1.568
H 1.176 -1.317 -2.252
H 0.161 -2.648 -0.387
H 1.549 -1.925 0.479
H -1.527 -0.794 0.335
H -0.378 -0.845 1.762
```

Output
Total energy ... -250.9446 a.u.
Net charge ... +1
Kohn-Sham gap ... 11.52 eV
Spin multiplicity ... 1

Look up the spin multiplicity of the second one.
1

Please write out number 2 again, unchanged.
Here is a cluster of 2 separate species, C4H6F3O in total at a distorted geometry from the Open Molecules 2025 dataset. Energies are from wB97M-V/def2-TZVPD.

XYZ file:
```
14
C4H6F3O | the Open Molecules 2025 dataset | wB97M-V/def2-TZVPD
C 0.040 0.071 0.002
C 2.461 -0.081 -0.518
C 1.414 0.252 0.477
C -3.331 0.009 0.160
O -0.888 0.772 0.389
F -3.767 -0.008 1.323
F -2.833 -1.055 -0.308
F -3.706 0.826 -0.737
H -0.322 -0.759 -0.644
H 3.415 -0.015 -0.114
H 2.170 0.379 -1.430
H 2.295 -1.090 -0.745
H 1.478 -0.542 1.263
H 1.574 1.241 0.882
```

Output
Total energy ... -530.4597 a.u.
Net charge ... +1
Kohn-Sham gap (alpha / beta) ... 7.90 / 7.90 eV
Spin multiplicity ... 1